A cluster of 3 separate species, C5H18N2O2 in total at a distorted geometry. Source: the OMol25 dataset; level of theory: ωB97M-V/def2-TZVPD.

SMILES: CC[C@@H](N)CNC.O.O
electronic energy: -12548.988 eV
M: 138.21 g mol⁻¹

Geometry (Å):
N  0.69605  1.92559  0.21903
C  -2.00936  1.13182  -1.26935
C  -1.74937  0.86516  0.25596
C  -0.14784  0.69594  0.42834
C  0.20326  0.10812  1.79446
N  1.51681  -0.10464  2.00353
C  2.25202  -0.88492  0.75079
H  0.12885  2.74420  -0.04647
H  1.34108  1.77856  -0.55870
H  -1.95197  0.18510  -1.77356
H  -3.01975  1.26005  -1.46068
H  -1.35143  1.84442  -1.74279
H  -2.13994  1.67320  0.88905
H  -2.07885  -0.19497  0.66473
H  0.22448  0.05581  -0.33853
H  -0.22984  0.89779  2.48967
H  -0.54124  -0.75326  2.15176
H  2.09465  0.80895  2.20584
H  1.78895  -0.35411  -0.16507
H  3.20172  -0.53111  0.61878
H  2.23768  -1.97928  1.01153
H  1.27948  -1.03551  -3.00500
H  0.79215  0.06133  -2.03832
O  0.57001  -0.43962  -2.75270
H  -1.65113  -3.15134  0.34120
H  -0.66640  -2.23625  -0.19098
O  -1.35011  -2.72500  -0.54375